Formula: C4H25N2O8S
Source: the Open Molecules 2025 dataset
Level of theory: ωB97M-V/def2-TZVPD

```
40
Properties=species:S:1:pos:R:3:mulliken_charge:R:1
O 0.878 -1.273 0.867 -0.560
C -0.308 -1.248 0.621 0.284
N -1.309 -1.375 1.542 -0.085
C -2.743 -1.080 1.421 -0.531
C -2.820 0.354 1.098 -0.556
S -3.344 0.631 -0.699 -0.241
C -0.677 -1.494 -0.790 -0.619
N -0.118 -0.516 -1.860 0.043
H -1.011 -1.362 2.558 0.343
H -3.226 -1.857 0.828 0.283
H -3.154 -1.108 2.538 0.334
H -3.642 0.794 1.636 0.522
H -1.981 0.940 1.194 0.123
H -4.692 0.746 -0.526 0.170
H -1.789 -1.482 -1.038 0.474
H -0.322 -2.501 -1.175 0.266
H -0.143 0.397 -1.470 0.273
H 0.954 -0.706 -1.790 0.221
H -0.646 -0.632 -2.726 0.346
H 2.481 -2.157 -1.955 0.342
H 2.550 -1.468 -3.249 0.295
O 1.955 -1.938 -2.742 -0.653
H -0.036 1.198 4.516 0.254
H -0.785 2.014 3.496 0.292
O -0.287 1.192 3.649 -0.523
H 3.934 1.503 -2.217 0.306
H 2.927 1.852 -3.269 0.323
O 2.955 1.487 -2.257 -0.590
H 1.998 -0.341 2.732 0.291
H 2.410 -1.049 3.945 0.268
O 2.652 -0.513 3.317 -0.572
H 0.665 1.584 0.718 0.195
H 1.329 2.109 -0.600 0.238
O 0.608 1.675 -0.197 -0.520
H -0.336 2.982 -2.224 0.304
H -1.163 1.992 -2.989 0.260
O -0.417 2.445 -2.965 -0.592
H 4.687 -0.522 0.799 0.287
H 3.170 -0.188 0.434 0.295
O 3.982 -0.425 0.222 -0.592
```

Its relative energy (zero: lowest compared OMol25 entry of this formula, charge and spin) is 2.709 eV. The value obtained for the frontier orbital gap is 0.3672 Eh. As for the total charge: +1.

=====

Formula: C4H25NO9
Source: the Open Molecules 2025 dataset
Level of theory: ωB97M-V/def2-TZVPD

```
39
Properties=species:S:1:pos:R:3:mulliken_spin:R:1
C -1.066 -1.880 0.753 -0.014
C -1.103 -0.511 0.290 0.227
C -0.079 0.162 -0.364 0.275
N -0.316 1.398 -0.872 0.092
C 0.060 1.711 -2.046 0.088
H -1.260 -2.545 -0.121 0.078
H -1.927 -2.237 1.315 0.017
H -0.156 -2.287 1.198 0.016
H -2.040 0.004 0.468 0.128
H 0.921 -0.246 -0.534 0.070
H 0.860 1.232 -2.613 0.011
H -0.298 2.657 -2.445 0.000
H -3.769 1.067 0.022 0.001
H -3.596 2.437 -0.481 0.000
O -3.422 1.919 0.318 0.000
H 2.336 0.065 2.072 -0.001
H 1.860 -1.119 1.232 0.003
O 2.651 -0.731 1.626 0.001
H -0.975 0.110 -3.742 0.000
H -1.531 -0.999 -2.666 0.000
O -0.884 -0.744 -3.321 0.002
H 2.678 -2.559 -0.332 0.000
H 1.331 -3.154 -0.690 0.000
O 1.904 -2.971 0.065 0.001
H -3.103 -0.373 2.793 0.000
H -2.466 -1.530 3.464 0.000
O -3.291 -1.281 3.065 0.000
H 3.374 1.226 -0.535 0.000
H 3.530 -0.164 -0.601 0.001
O 3.425 0.563 -1.245 0.001
H -0.878 3.737 1.638 0.000
H -0.562 2.929 0.360 -0.003
O -0.311 3.716 0.860 0.005
H 0.246 1.882 2.756 0.000
H 1.551 1.880 3.521 0.000
O 0.640 1.576 3.577 0.001
H 1.353 -1.643 -3.475 0.000
H 2.452 -1.272 -2.566 0.000
O 1.864 -2.021 -2.745 0.002
```

Its relative energy (zero: lowest compared OMol25 entry of this formula, charge and spin) is 0.000 eV. The value obtained for the frontier orbital gap (spin up / spin down) is 0.3469 / 0.2358 Eh. As for the total charge: +1. As for the spin multiplicity: 2.

=====

Formula: C4H26B4KO2
Source: the Open Molecules 2025 dataset
Level of theory: ωB97M-V/def2-TZVPD

```
37
Properties=species:S:1:pos:R:3:mulliken_charge:R:1
K -0.336 -0.483 -0.166 -1.915
B -1.345 -1.472 1.697 1.126
H -1.962 -2.356 1.733 -0.348
H -1.823 -0.904 0.914 0.126
H -1.449 -0.869 2.586 -0.416
H -0.342 -1.739 1.403 -0.529
B -0.711 -0.847 -2.606 2.059
H -0.198 -0.096 -2.026 -0.376
H -0.349 -0.635 -3.600 -0.370
H -0.555 -1.854 -2.251 -0.539
H -1.768 -0.641 -2.538 -0.446
B -2.931 0.274 0.049 1.284
H -3.841 0.168 -0.520 -0.323
H -2.861 -0.423 0.870 -0.396
H -2.105 0.095 -0.622 -0.916
H -2.966 1.290 0.411 -0.322
B -0.683 1.846 0.495 2.221
H -0.176 1.120 -0.122 -1.158
H -1.059 2.684 -0.072 -0.433
H -1.594 1.452 0.918 -0.321
H -0.077 2.082 1.355 -0.463
C 1.635 0.470 -2.718 -1.290
O 1.444 0.169 -1.377 -0.230
C 2.460 0.598 -0.429 -0.789
C 2.357 -0.266 0.820 -0.427
O 1.028 -0.099 1.430 -0.287
C 1.012 -0.486 2.808 -0.822
H 1.285 -0.385 -3.297 0.207
H 2.627 0.875 -2.917 0.389
H 0.892 1.256 -2.852 0.342
H 2.169 1.629 -0.225 0.347
H 3.485 0.488 -0.781 0.479
H 3.139 0.080 1.496 0.305
H 2.652 -1.281 0.557 0.347
H 1.581 0.203 3.432 0.105
H 1.379 -1.500 2.963 0.405
H -0.011 -0.444 3.181 0.375
```

The value obtained for the frontier orbital gap is 0.0732 Eh. As for the total charge: -3.

=====

Formula: C4H26B4O2Zr
Source: the Open Molecules 2025 dataset
Level of theory: ωB97M-V/def2-TZVPD

```
37
Properties=species:S:1:pos:R:3:mulliken_spin:R:1
Zr 24.038 -16.490 26.325 1.003
B 22.302 -16.292 24.886 -0.206
H 21.534 -16.181 24.136 0.031
H 22.105 -17.110 25.560 0.006
H 23.262 -16.410 24.406 0.054
H 22.332 -15.422 25.523 0.121
B 24.403 -18.560 25.531 -0.080
H 23.350 -18.624 25.755 -0.001
H 24.791 -19.459 25.079 0.004
H 24.647 -17.704 24.921 0.006
H 24.991 -18.383 26.418 0.000
B 26.143 -16.445 27.170 0.113
H 27.098 -16.305 27.653 0.028
H 26.196 -16.883 26.185 -0.006
H 25.542 -17.121 27.757 0.000
H 25.630 -15.499 27.099 -0.006
B 22.851 -16.760 28.179 -0.304
H 23.086 -17.723 27.751 0.001
H 22.260 -16.777 29.081 0.019
H 23.709 -16.118 28.306 0.036
H 22.306 -16.242 27.405 0.053
C 23.086 -13.610 27.825 0.348
O 23.778 -14.281 26.749 -2.288
C 24.351 -13.379 25.806 1.778
C 24.740 -14.059 24.478 1.612
O 25.138 -15.428 24.750 -1.586
C 25.832 -15.824 23.614 0.922
H 23.220 -12.537 27.960 -0.374
H 23.457 -13.917 28.803 0.106
H 22.026 -13.854 27.889 0.136
H 25.172 -12.852 26.293 -0.367
H 23.619 -12.593 25.619 0.197
H 25.557 -13.439 24.110 -0.068
H 23.927 -13.962 23.757 0.085
H 25.140 -16.011 22.793 0.075
H 26.382 -16.732 23.862 0.274
H 26.647 -15.185 23.274 -0.722
```

The value obtained for the frontier orbital gap (spin up / spin down) is 0.0888 / 0.3831 Eh. As for the total charge: -1. As for the spin multiplicity: 2.

=====

Formula: C4H26N2O10
Source: the Open Molecules 2025 dataset
Level of theory: ωB97M-V/def2-TZVPD

```
42
Properties=species:S:1:pos:R:3:mulliken_charge:R:1
C -0.642 -2.431 1.939 -1.668
C -0.970 -1.533 0.760 0.176
N -1.099 -2.233 -0.523 -0.371
C 0.121 -0.483 0.568 0.147
O 1.246 -0.640 1.048 -0.916
N -0.149 0.601 -0.174 1.087
C -1.435 0.997 -0.654 -1.024
O -2.107 1.842 0.273 -0.686
H 0.315 -2.912 1.792 0.282
H -0.584 -1.867 2.870 0.357
H -1.398 -3.198 2.049 0.435
H -1.899 -1.025 0.955 0.426
H -1.802 -2.973 -0.473 0.269
H -0.227 -2.678 -0.762 0.150
H 0.622 1.237 -0.351 0.253
H -1.308 1.515 -1.594 0.378
H -2.083 0.154 -0.833 0.494
H -1.479 2.507 0.600 0.390
O -0.162 3.333 1.411 -0.783
H 0.005 2.635 2.105 0.474
H -0.271 4.177 1.872 0.263
O -0.193 -1.154 -3.465 -0.818
H -0.840 -1.120 -2.756 0.305
H 0.453 -1.830 -3.168 0.449
O 2.884 -0.700 -1.174 -0.889
H 2.465 0.020 -1.709 0.409
H 2.526 -0.550 -0.292 0.334
O 1.783 2.359 -0.339 -0.677
H 1.225 2.846 0.306 0.357
H 1.868 2.930 -1.116 0.298
O 1.451 1.006 -2.908 -0.610
H 0.864 0.238 -3.169 0.404
H 1.968 1.198 -3.697 0.244
O 1.512 -2.813 -2.097 -0.702
H 2.029 -2.016 -1.771 0.514
H 2.150 -3.441 -2.451 0.268
O 0.340 1.369 3.127 -0.862
H 0.767 0.701 2.565 0.347
H -0.567 1.050 3.247 0.409
O -2.136 0.967 2.873 -0.621
H -3.000 0.647 3.173 0.281
H -2.241 1.269 1.941 0.429
```

Its relative energy (zero: lowest compared OMol25 entry of this formula, charge and spin) is 0.298 eV. The value obtained for the frontier orbital gap is 0.3731 Eh.

=====

Formula: C4H26N2O11
Source: the Open Molecules 2025 dataset
Level of theory: ωB97M-V/def2-TZVPD

```
43
Properties=species:S:1:pos:R:3:mulliken_charge:R:1
N -2.367 0.216 -0.262 -0.166
C -1.612 -0.702 -1.004 0.443
O -2.136 -1.784 -1.450 -0.703
N -0.321 -0.415 -1.149 0.225
C 0.302 0.859 -1.004 -0.784
C 1.858 0.952 -0.781 -0.572
C 2.247 0.143 0.385 -0.363
O 1.575 0.075 1.414 -0.510
H -2.139 1.175 -0.494 0.070
H -3.319 -0.027 0.002 0.264
H 0.084 -0.935 -1.960 -0.035
H -0.124 1.265 -0.021 0.679
H 0.206 1.578 -1.866 0.038
H 2.335 1.946 -0.668 0.354
H 2.264 0.641 -1.717 0.421
H 3.067 -0.458 0.439 0.611
O -2.916 3.127 -1.004 -0.644
H -2.133 3.405 -0.903 0.272
H -3.012 2.862 -2.007 0.351
O 0.254 3.183 1.032 -0.598
H -0.408 3.580 1.536 0.242
H 1.031 2.870 1.649 0.378
O 1.532 2.306 3.253 -0.618
H 1.201 1.684 3.961 0.389
H 1.532 3.195 3.628 0.308
O 0.681 0.241 4.912 -0.798
H -0.100 -0.358 4.787 0.466
H 1.120 0.130 4.108 0.227
O -0.107 -3.329 -2.499 -0.618
H -0.268 -2.867 -1.793 0.232
H -0.757 -4.072 -2.501 0.338
O 2.817 -1.280 -3.567 -0.638
H 1.876 -1.200 -3.709 0.320
H 2.965 -2.237 -3.599 0.336
O -1.459 -1.294 4.312 -0.686
H -1.581 -1.137 3.414 0.374
H -1.439 -2.271 4.362 0.332
O -0.445 -2.643 -5.033 -0.652
H -1.079 -2.056 -5.191 0.273
H -0.296 -2.674 -4.018 0.398
O -0.604 -1.522 1.867 -0.781
H -0.398 -1.218 0.891 0.302
H 0.076 -0.957 2.248 0.525
```

Its relative energy (zero: lowest compared OMol25 entry of this formula, charge and spin) is 3.774 eV. The value obtained for the frontier orbital gap is 0.3777 Eh.